#A
Formula: H35O17
Source: the OMol25 dataset
Level of theory: ωB97M-V with the def2-TZVPD basis set

HOMO energy: -13.3 eV
Molecular weight: 307.26 g/mol
Orbital gap: 10.47 eV
Charge: +1
E_LUMO: -2.82 eV
2S+1: 1

Last column: natural (NBO) charge in e.
Element x y z (Å)
O  2.019  -1.671  -0.387  -1.039
H  1.179  -2.900  0.644  0.503
H  2.516  -0.895  -0.095  0.528
O  0.825  1.397  0.468  -0.958
H  1.481  -2.012  3.408  0.518
H  1.437  -1.804  -1.126  0.495
O  -3.390  -2.290  -0.805  -0.985
H  -4.280  -2.358  -1.147  0.495
H  -3.240  -1.655  -0.108  0.485
O  -3.850  1.504  -1.136  -0.950
H  -4.474  1.668  -0.438  0.469
H  -0.590  3.126  -1.213  0.500
O  0.064  -4.570  -1.085  -0.966
H  0.942  0.115  -3.178  0.464
O  1.586  3.800  2.134  -0.977
H  0.919  3.300  2.604  0.488
H  2.475  3.762  2.473  0.500
O  3.431  0.506  0.363  -0.999
H  4.012  0.937  -0.268  0.511
H  2.508  0.794  0.342  0.502
O  1.270  0.623  -2.439  -0.978
H  0.040  -3.658  -1.431  0.499
H  0.780  1.440  -2.344  0.505
O  -2.410  1.385  2.368  -0.967
H  -1.287  -1.965  -2.451  0.510
H  -2.600  1.650  1.465  0.471
O  -0.228  4.554  0.257  -0.953
H  -0.799  5.174  -0.215  0.471
H  0.551  5.104  0.200  0.493
O  -1.557  -0.905  0.912  -0.999
H  -1.175  -1.387  0.173  0.519
H  -1.733  0.023  0.827  0.516
O  0.743  -1.389  3.339  -0.913
H  -0.008  -1.239  -2.313  0.480
H  0.814  -1.150  2.399  0.501
O  4.302  0.543  -2.396  -0.944
H  4.324  -0.303  -1.933  0.469
H  3.581  0.387  -3.017  0.478
O  0.618  -3.460  1.194  -1.053
H  0.336  -4.122  0.518  0.510
H  0.350  1.666  -0.329  0.470
O  -0.435  2.820  -2.117  -0.988
H  -0.474  3.550  -2.737  0.499
H  0.861  2.299  0.839  0.500
O  -0.347  -2.148  -2.295  -0.975
H  -4.227  2.002  -1.866  0.483
H  -0.897  -3.051  2.244  0.552
O  -1.424  -2.485  2.844  -0.813
H  -0.661  -1.770  3.095  0.539
H  -1.970  -1.941  2.213  0.545
H  0.808  -5.045  -1.451  0.491
H  -2.713  2.045  2.995  0.499


#B
Formula: H35O17
Source: the OMol25 dataset
Level of theory: ωB97M-V with the def2-TZVPD basis set

HOMO energy: -13.0 eV
Molecular weight: 307.26 g/mol
Orbital gap: 9.92 eV
Charge: +1
E_LUMO: -3.04 eV
2S+1: 1

Last column: natural (NBO) charge in e.
Element x y z (Å)
O  -0.815  2.028  -1.980  -0.994
H  1.134  -2.593  -0.413  0.521
H  -0.628  1.145  -1.696  0.481
O  1.897  -1.895  0.123  -0.838
H  -3.154  1.823  0.144  0.503
H  2.864  -3.741  2.437  0.498
O  0.074  -2.824  -3.129  -0.959
H  -0.086  -2.958  -4.106  0.489
H  0.603  3.746  0.502  0.450
O  -1.981  -2.752  -0.692  -0.993
H  -2.454  -3.565  -0.815  0.493
H  2.171  2.911  -1.327  0.474
O  -0.145  3.997  1.037  -0.928
H  5.068  -0.051  -1.472  0.503
O  -0.382  -0.421  1.024  -1.000
H  -0.277  0.432  1.429  0.494
H  -1.993  1.599  -4.141  0.476
O  -0.120  2.566  4.838  -0.953
H  -1.150  -0.416  0.389  0.517
H  -3.049  2.733  -1.723  0.467
O  4.241  -0.074  -1.029  -0.997
H  -0.356  2.806  -1.749  0.509
H  4.061  -0.160  -0.123  0.495
O  -2.319  1.957  0.699  -0.978
H  1.380  -3.772  2.857  0.526
H  -2.365  1.570  1.650  0.477
O  -1.588  0.832  -3.919  -0.954
H  -2.833  0.224  -1.796  0.499
H  -0.672  0.981  -4.015  0.482
O  -0.711  -3.245  3.854  -0.931
H  2.556  1.014  3.882  0.493
H  0.737  -4.072  -1.482  0.507
O  -2.823  3.667  -1.395  -0.954
H  -0.361  -2.390  3.621  0.461
H  -2.440  4.271  -2.058  0.488
O  3.403  0.993  3.451  -0.984
H  3.754  1.794  3.009  0.492
H  -0.993  2.312  4.600  0.468
O  0.492  -3.910  -0.581  -0.904
H  0.049  3.473  4.609  0.486
H  1.203  -1.257  0.297  0.529
O  1.837  2.905  -2.240  -0.968
H  -0.338  -1.908  -3.287  0.472
H  1.930  -2.450  0.967  0.539
O  1.996  -3.613  2.066  -0.960
H  -0.459  -3.545  -0.788  0.521
H  -2.752  -2.114  -1.041  0.512
O  -2.608  -0.284  -1.048  -0.944
H  -1.967  -0.896  -1.525  0.471
H  -0.641  3.181  1.139  0.476
H  -1.606  -3.000  3.824  0.473
H  2.616  2.946  -2.877  0.495


#A has the most favorable energy; the next structure is 0.1325 hartree above.


#A
Formula: C5H7ClN2
Source: the OMol25 dataset
Level of theory: ωB97M-V with the def2-TZVPD basis set

HOMO energy: -8.2 eV
Molecular weight: 130.58 g/mol
Structure (SMILES): CNc1[nH]ccc1Cl
Orbital gap: 9.14 eV
Charge: 0
E_LUMO: 0.99 eV
2S+1: 1

Last column: natural (NBO) charge in e.
Element x y z (Å)
C  -2.463  0.129  0.832  -0.406
C  -0.478  0.045  -0.525  0.244
C  1.038  1.347  -1.577  -0.065
C  1.705  0.697  -0.571  -0.312
C  0.751  -0.106  0.110  -0.149
H  -1.931  0.029  1.796  0.184
H  -3.464  -0.331  0.909  0.201
H  -2.605  1.189  0.625  0.196
H  -1.644  -1.497  -0.143  0.377
H  -0.990  1.197  -2.180  0.416
H  1.371  2.046  -2.326  0.215
H  2.733  0.791  -0.307  0.230
N  -1.750  -0.494  -0.286  -0.638
N  -0.271  0.948  -1.545  -0.497
Cl  1.021  -1.134  1.460  0.004


#B
Formula: C5H7ClN2
Source: the OMol25 dataset
Level of theory: ωB97M-V with the def2-TZVPD basis set

HOMO energy: -9.3 eV
Molecular weight: 130.58 g/mol
Structure (SMILES): C=C/C=N\N=C(\C)Cl
Orbital gap: 10.10 eV
Charge: 0
E_LUMO: 0.81 eV
2S+1: 1

Last column: natural (NBO) charge in e.
Element x y z (Å)
C  1.753  -1.037  0.523  -0.262
C  1.076  -1.651  -0.637  0.059
C  2.314  0.203  0.558  -0.337
C  -1.605  0.183  -0.197  0.245
C  -2.171  1.563  -0.105  -0.671
N  -0.048  -1.330  -1.145  -0.223
N  -0.681  -0.140  -0.956  -0.268
Cl  -2.486  -0.988  0.746  -0.057
H  1.686  -1.525  1.443  0.215
H  1.606  -2.507  -1.165  0.194
H  2.630  0.872  -0.144  0.194
H  2.593  0.619  1.481  0.185
H  -2.739  1.767  -0.999  0.241
H  -1.196  2.158  -0.224  0.241
H  -2.733  1.811  0.822  0.243


#A has the most favorable energy; the next structure is 0.1023 hartree above.


#A
Formula: C5H7ClN2
Source: the OMol25 dataset
Level of theory: ωB97M-V with the def2-TZVPD basis set

HOMO energy: -8.2 eV
Molecular weight: 130.58 g/mol
Structure (SMILES): C=C(Cl)/C=C\C=N\N
Orbital gap: 8.04 eV
Charge: 0
E_LUMO: -0.19 eV
2S+1: 1

Last column: natural (NBO) charge in e.
Element x y z (Å)
C  -1.734  0.743  -0.095  -0.035
C  -0.678  1.644  0.007  -0.232
C  0.664  1.425  0.002  -0.203
C  1.042  0.111  0.399  -0.046
C  0.589  -0.567  1.516  -0.394
H  -2.623  -2.162  0.147  0.374
H  -3.504  -0.587  0.016  0.335
H  -2.706  1.344  0.179  0.140
H  -1.059  2.628  -0.458  0.215
H  1.601  2.078  -0.296  0.247
H  0.870  -1.592  1.618  0.217
H  -0.256  -0.049  2.030  0.211
N  -2.834  -1.214  -0.405  -0.615
N  -1.667  -0.496  -0.350  -0.203
Cl  2.346  -0.579  -0.524  -0.013


#B
Formula: C5H7ClN2
Source: the OMol25 dataset
Level of theory: ωB97M-V with the def2-TZVPD basis set

HOMO energy: -8.4 eV
Molecular weight: 130.58 g/mol
Structure (SMILES): C=C(/C=N\N)/C=C/Cl
Orbital gap: 8.18 eV
Charge: 0
E_LUMO: -0.23 eV
2S+1: 1

Last column: natural (NBO) charge in e.
Element x y z (Å)
C  1.810  -1.086  -0.798  0.005
C  0.340  -0.512  -0.968  -0.072
C  -0.208  -0.734  -2.209  -0.399
C  -0.349  0.124  0.136  -0.277
C  -1.189  1.140  -0.168  -0.134
H  2.507  -2.227  2.122  0.376
H  0.766  -2.058  1.601  0.356
H  2.254  -1.191  -2.020  0.198
H  -1.324  -0.968  -2.521  0.235
H  0.495  -1.406  -2.650  0.196
H  -0.221  -0.207  1.159  0.234
H  -1.513  1.388  -1.131  0.206
N  1.926  -1.750  1.482  -0.677
N  2.573  -1.599  0.230  -0.221
Cl  -2.169  2.148  0.912  -0.026


#A has the most favorable energy; the next structure is 0.0484 hartree above.


#A
Formula: C4H12NO
Source: the OMol25 dataset
Level of theory: ωB97M-V with the def2-TZVPD basis set

HOMO energy: -14.2 eV
Molecular weight: 90.15 g/mol
Orbital gap: 10.81 eV
Charge: +1
E_LUMO: -3.43 eV
2S+1: 1

Last column: natural (NBO) charge in e.
Element x y z (Å)
C  0.514  -1.077  -1.179  -0.239
N  -0.885  -0.622  -1.777  -0.513
C  -1.825  -0.647  -0.543  -0.225
C  -0.940  0.040  0.506  -0.468
C  0.607  -0.233  0.188  -0.420
H  1.484  -0.925  -1.809  0.266
H  0.273  -2.115  -0.936  0.214
H  -0.702  0.317  -2.206  0.431
H  -1.110  -1.209  -2.474  0.419
H  -2.742  0.036  -0.899  0.264
H  -1.979  -1.789  -0.385  0.245
H  -1.082  -0.279  1.649  0.284
H  -1.127  1.126  0.367  0.233
H  1.034  0.774  -0.140  0.228
H  1.371  -0.885  0.898  0.279
H  1.929  3.036  3.008  0.458
H  3.013  2.283  2.661  0.461
O  2.165  2.167  3.069  -0.919


#B
Formula: C4H12NO
Source: the OMol25 dataset
Level of theory: ωB97M-V with the def2-TZVPD basis set

HOMO energy: -15.0 eV
Molecular weight: 90.15 g/mol
Orbital gap: 5.03 eV
Charge: +1
E_LUMO: -9.96 eV
2S+1: 1

Last column: natural (NBO) charge in e.
Element x y z (Å)
O  -0.470  -1.614  0.199  -0.554
C  -1.544  -1.394  1.150  -0.098
C  -1.837  0.151  1.108  -0.394
N  -0.664  0.905  0.583  -0.114
C  2.244  0.730  -0.629  -0.614
C  1.203  0.186  -1.744  -0.601
H  -0.203  -0.635  0.156  0.481
H  -2.378  -1.999  0.945  0.239
H  -1.228  -1.561  2.186  0.238
H  -2.752  0.254  0.517  0.330
H  -2.040  0.420  2.177  0.343
H  2.311  -0.031  0.225  0.210
H  -0.936  1.859  0.324  0.394
H  1.864  1.646  -0.196  0.201
H  3.252  0.864  -1.107  0.245
H  0.271  0.542  -1.323  0.185
H  1.747  0.638  -2.744  0.263
H  1.160  -0.962  -1.826  0.246


#C
Formula: C4H12NO
Source: the OMol25 dataset
Level of theory: ωB97M-V with the def2-TZVPD basis set

HOMO energy: -14.8 eV
Molecular weight: 90.15 g/mol
Structure (SMILES): CC[C@@H]([NH3+])CO
Orbital gap: 11.28 eV
Charge: +1
E_LUMO: -3.55 eV
2S+1: 1

Last column: natural (NBO) charge in e.
Element x y z (Å)
C  1.517  0.320  -0.829  -0.116
O  2.407  1.044  0.044  -0.758
C  0.108  0.393  -0.281  0.008
C  -0.602  -1.011  -0.424  -0.427
C  -2.079  -0.888  -0.107  -0.634
N  0.050  0.974  1.369  -0.774
H  1.448  0.601  -1.841  0.212
H  2.032  -0.698  -0.931  0.200
H  3.442  0.780  -0.179  0.523
H  -0.763  1.106  -0.671  0.234
H  -0.464  -1.493  -1.343  0.254
H  0.034  -1.778  0.296  0.214
H  -2.628  -1.855  -0.432  0.259
H  -2.200  -0.759  0.968  0.202
H  -2.535  0.021  -0.389  0.217
H  -0.828  1.620  1.412  0.461
H  0.972  1.520  1.438  0.481
H  0.089  0.106  1.899  0.444


#D
Formula: C4H12NO
Source: the OMol25 dataset
Level of theory: ωB97M-V with the def2-TZVPD basis set

HOMO energy: -15.5 eV
Molecular weight: 90.15 g/mol
Orbital gap: 10.92 eV
Charge: +1
E_LUMO: -4.58 eV
2S+1: 1

Last column: natural (NBO) charge in e.
Element x y z (Å)
C  -0.470  1.050  2.289  0.111
N  0.692  1.063  1.752  -0.596
H  -0.612  0.978  3.358  0.221
H  -1.316  1.153  1.654  0.202
H  0.747  1.007  0.591  0.459
H  1.508  0.994  2.377  0.426
C  -1.193  -0.361  -1.500  -0.646
C  0.310  -0.347  -1.266  0.091
C  0.744  -1.432  -0.289  -0.652
O  0.749  0.968  -0.733  -0.708
H  -1.456  0.376  -2.256  0.226
H  -1.743  -0.107  -0.568  0.199
H  -1.523  -1.348  -1.847  0.255
H  0.864  -0.426  -2.237  0.210
H  0.647  -2.462  -0.776  0.259
H  0.099  -1.454  0.596  0.203
H  1.786  -1.284  0.012  0.230
H  0.168  1.633  -1.155  0.510


#D has the most favorable energy; the next structure is 0.0411 hartree above.